No. 1
Formula: C39H37OP2PtSi
Source: the OMol25 dataset
Level of theory: ωB97M-V/def2-TZVPD

Geometry as XYZ:
```
81
Properties=species:S:1:pos:R:3:forces:R:3:lowdin_charge:R:1
Pt -0.128 -0.239 -0.197 -0.1686 -0.2745 -0.2822 0.61
C -1.880 2.526 -1.238 0.1121 -0.1098 0.0423 -0.17
Si -0.250 2.006 -0.466 0.1586 0.1962 -0.0955 0.48
C -0.165 2.708 1.282 0.0602 0.0707 -0.1878 -0.28
C 0.236 3.999 1.617 0.0138 0.1348 0.0471 -0.07
C 0.224 4.428 2.938 0.0377 0.0453 -0.1057 -0.06
C -0.191 3.572 3.947 -0.0436 -0.0794 0.0721 -0.06
C -0.597 2.284 3.634 -0.0163 -0.0015 0.0719 -0.07
C -0.583 1.860 2.310 -0.0501 -0.0914 0.1421 -0.38
P -1.053 0.174 1.835 -0.0633 -0.0027 0.3999 0.90
C -0.283 -0.935 3.057 -0.2020 0.0408 0.0607 -0.34
C -0.974 -1.369 4.189 -0.0554 0.0439 -0.0316 -0.08
C -0.347 -2.184 5.119 0.0387 -0.0221 0.0145 -0.06
C 0.971 -2.574 4.927 -0.0197 0.0174 -0.0180 -0.07
C 1.663 -2.146 3.803 0.0462 -0.0514 0.0671 -0.07
C 1.040 -1.332 2.873 0.0853 0.0600 -0.1536 -0.09
C -2.838 0.018 2.113 0.0089 0.0499 -0.0565 -0.36
C -3.639 1.100 2.463 0.0471 0.0261 -0.0075 -0.07
C -5.011 0.936 2.597 -0.0465 -0.0240 0.0020 -0.06
C -5.588 -0.307 2.385 0.0136 0.0332 0.0033 -0.06
C -4.793 -1.390 2.029 -0.0068 -0.0129 0.0059 -0.07
C -3.426 -1.227 1.887 -0.0138 -0.0622 -0.0053 -0.12
C 1.194 2.504 -1.582 0.0089 -0.1887 0.0029 -0.27
C 1.488 3.832 -1.894 0.0200 0.0118 -0.0102 -0.08
C 2.592 4.153 -2.669 -0.0276 0.0353 0.0177 -0.06
C 3.426 3.152 -3.146 0.0854 -0.0021 -0.0562 -0.06
C 3.145 1.824 -2.870 0.0197 -0.0142 -0.0198 -0.09
C 2.026 1.501 -2.110 -0.2630 -0.0095 0.2278 -0.37
P 1.594 -0.221 -1.705 -0.0068 0.3034 -0.0654 0.90
C 1.295 -1.131 -3.238 0.0260 0.0598 -0.0285 -0.36
C 0.812 -2.434 -3.104 0.0105 -0.0673 -0.0977 -0.14
C 0.519 -3.190 -4.227 -0.0114 -0.0469 0.0403 -0.07
C 0.691 -2.643 -5.494 -0.0110 0.0169 -0.0357 -0.07
C 1.155 -1.345 -5.630 0.0028 0.0300 0.0120 -0.06
C 1.458 -0.586 -4.505 -0.0424 -0.0864 -0.0356 -0.06
C 3.103 -0.919 -0.975 0.0044 0.0865 0.0327 -0.35
C 3.811 -1.976 -1.534 -0.0126 -0.0093 0.0003 -0.07
C 4.960 -2.447 -0.909 -0.0172 -0.0284 -0.0382 -0.07
C 5.403 -1.862 0.264 0.0415 0.0157 0.0320 -0.07
C 4.705 -0.797 0.821 0.0074 0.0089 0.0205 -0.07
C 3.558 -0.326 0.207 -0.0344 -0.0588 -0.0458 -0.11
H -1.908 3.613 -1.354 0.0477 0.0148 -0.0138 0.04
H -2.717 2.246 -0.596 -0.0205 -0.0332 0.0310 0.02
H -2.028 2.073 -2.219 0.0191 0.0041 -0.0058 0.03
H 0.577 4.683 0.850 -0.0001 -0.0073 -0.0131 0.10
H 0.549 5.431 3.182 0.0039 -0.0030 -0.0076 0.11
H -0.189 3.906 4.977 -0.0071 -0.0101 0.0001 0.11
H -0.907 1.605 4.420 0.0075 0.0177 0.0054 0.11
H -2.005 -1.077 4.344 0.0170 -0.0031 -0.0078 0.11
H -0.889 -2.516 5.994 -0.0038 0.0040 -0.0027 0.11
H 1.457 -3.214 5.652 0.0023 0.0009 -0.0014 0.11
H 2.691 -2.450 3.647 -0.0084 0.0040 -0.0053 0.11
H 1.589 -0.998 1.998 -0.0413 -0.0116 0.0303 0.07
H -3.199 2.075 2.632 0.0159 -0.0126 -0.0007 0.11
H -5.627 1.782 2.873 -0.0050 -0.0058 -0.0016 0.11
H -6.657 -0.435 2.495 0.0013 0.0076 -0.0009 0.11
H -5.242 -2.360 1.863 0.0071 0.0034 0.0007 0.11
H -2.812 -2.074 1.598 0.0196 0.0099 -0.0063 0.12
H 0.851 4.630 -1.528 0.0091 0.0126 0.0003 0.10
H 2.813 5.188 -2.895 -0.0161 0.0028 0.0050 0.11
H 4.296 3.408 -3.736 -0.0041 -0.0049 0.0033 0.11
H 3.801 1.043 -3.238 0.0107 -0.0044 -0.0007 0.12
H 0.677 -2.868 -2.118 0.0281 0.0058 0.0399 0.11
H 0.158 -4.204 -4.114 0.0036 0.0008 -0.0205 0.11
H 0.458 -3.229 -6.373 0.0017 -0.0112 0.0085 0.11
H 1.281 -0.916 -6.616 0.0000 0.0001 0.0042 0.11
H 1.806 0.430 -4.622 0.0211 0.0363 -0.0154 0.10
H 3.476 -2.435 -2.454 -0.0145 -0.0046 -0.0246 0.10
H 5.507 -3.271 -1.347 0.0019 0.0050 0.0024 0.11
H 6.300 -2.230 0.745 -0.0050 -0.0007 0.0065 0.11
H 5.058 -0.334 1.734 -0.0015 0.0051 -0.0024 0.11
H 3.011 0.506 0.638 0.0152 -0.0030 -0.0067 0.10
C -4.280 -2.397 -1.697 0.0144 -0.0021 -0.0238 -0.07
C -3.272 -1.273 -1.620 0.0950 0.1510 0.0679 -0.30
O -1.950 -1.756 -1.323 0.1076 -0.2118 0.0280 -0.18
H -5.278 -2.001 -1.886 0.0081 0.0225 -0.0002 0.09
H -4.302 -2.954 -0.762 0.0010 -0.0369 0.0379 0.07
H -4.036 -3.087 -2.507 -0.0006 -0.0044 0.0089 0.08
H -3.507 -0.583 -0.808 -0.0409 -0.0250 -0.0349 0.10
H -3.246 -0.701 -2.551 -0.0171 0.0214 -0.0057 0.12
H -1.628 -2.254 -2.083 -0.0092 0.0231 -0.0166 0.06
```
Forces are in eV/Å.

Charge: +1
Frontier orbital gap, Eh: 0.3006

---

No. 2
Formula: C39H38Cl2CsFN10O6S
Source: the OMol25 dataset
Level of theory: ωB97M-V/def2-TZVPD

Geometry as XYZ:
```
98
Properties=species:S:1:pos:R:3:forces:R:3:lowdin_charge:R:1
Cs 1.569 0.871 -1.678 2.3153 -0.1347 1.3660 1.25
N 4.369 -1.893 1.441 0.0349 0.0450 -0.0317 -0.01
C 3.860 -0.717 1.054 0.1412 -0.0034 0.1152 -0.21
N 3.578 -0.744 -0.223 0.2524 -0.2784 0.1963 0.00
C 3.913 -2.028 -0.610 -0.0084 0.0044 0.0334 -0.36
N 4.388 -2.767 0.397 0.0328 -0.0450 -0.0597 0.08
C 3.709 -2.487 -1.965 -0.0470 -0.0145 -0.0619 -0.28
C 4.342 -3.631 -2.444 0.0699 -0.0298 0.1833 -0.18
N 4.212 -4.121 -3.666 -0.0218 0.0104 -0.0574 -0.02
C 3.345 -3.378 -4.454 -0.0271 -0.0571 -0.0061 -0.22
C 2.709 -2.252 -4.001 -0.0319 0.0720 -0.0248 -0.21
N 2.853 -1.733 -2.766 0.0581 -0.0962 0.0761 -0.03
H 4.609 -2.202 2.365 -0.0410 0.0003 -0.0137 0.13
H 3.691 0.115 1.720 -0.0028 -0.0030 0.0411 0.09
H 5.009 -4.163 -1.767 -0.0094 0.0030 -0.0100 0.09
H 3.183 -3.730 -5.467 -0.0088 0.0028 -0.0066 0.06
H 2.026 -1.716 -4.655 0.0074 0.0009 -0.0293 0.08
N -0.051 4.939 0.300 0.1495 -0.1553 0.3754 0.18
C 0.285 4.667 -0.987 0.0566 -0.0585 -0.2527 -0.53
O 1.438 4.666 -1.390 0.0379 0.0735 0.1344 0.02
C -0.852 4.348 -1.934 -0.0215 -0.0213 0.0882 -0.20
C -0.767 5.106 -3.202 0.0099 0.0093 -0.0049 0.05
H 0.657 4.795 1.029 -0.1128 0.0484 -0.2516 0.09
H -0.989 4.702 0.577 0.0428 0.0335 -0.0399 0.09
H -1.825 4.461 -1.443 -0.0037 0.0131 -0.0461 0.11
H -0.731 3.272 -2.165 -0.0750 0.0171 0.0062 0.09
H 0.196 5.463 -3.531 0.0523 0.0129 -0.0094 0.05
H -1.559 5.017 -3.931 -0.0513 0.0008 -0.0001 0.04
C -4.070 -3.410 -3.983 -0.0230 -0.0288 -0.0093 -0.03
C -4.663 -2.016 -3.804 0.0182 0.0391 -0.0157 -0.32
C -6.070 -2.021 -3.218 -0.0043 -0.0145 -0.0179 -0.14
C -6.056 -2.550 -1.791 -0.0152 -0.0293 0.0045 -0.14
C -5.036 -1.815 -0.963 0.0594 0.0739 0.0475 -0.14
C -5.134 -1.766 0.413 -0.0112 -0.0197 -0.0182 0.04
C -4.171 -1.104 1.168 -0.0433 -0.0191 0.0480 -0.25
F -4.313 -1.105 2.513 -0.0296 -0.0174 -0.1234 0.05
C -3.113 -0.466 0.587 -0.0039 0.0029 -0.0410 0.08
C -3.003 -0.485 -0.809 0.0509 0.1104 0.0806 -0.04
C -1.860 0.228 -1.426 -0.0326 -0.0261 -0.0963 -0.34
O -1.078 0.866 -0.722 -0.4617 0.0421 0.1531 -0.14
C -1.735 0.054 -2.856 0.0754 0.0974 -0.1988 -0.03
C -2.687 -0.631 -3.526 -0.0621 -0.2404 0.2259 0.02
N -3.793 -1.193 -2.963 0.0361 0.0830 -0.0191 0.00
C -3.949 -1.163 -1.585 -0.0302 -0.0850 0.0115 -0.08
C -0.553 0.563 -3.702 -0.4411 -0.0983 -0.3262 -0.77
O -0.197 -0.190 -4.619 -0.1283 0.0757 -0.0786 -0.01
O -0.056 1.657 -3.352 -1.4377 0.6646 -1.3945 -0.36
H -4.715 -4.022 -4.617 -0.0042 -0.0055 0.0004 0.08
H -3.946 -3.911 -3.023 -0.0031 0.0011 0.0111 0.08
H -3.086 -3.347 -4.448 0.0057 0.0135 -0.0014 0.09
H -4.695 -1.518 -4.777 -0.0050 -0.0356 0.0103 0.14
H -6.722 -2.625 -3.852 0.0058 -0.0034 0.0046 0.11
H -6.453 -0.997 -3.227 -0.0065 0.0016 0.0087 0.12
H -5.825 -3.620 -1.797 -0.0070 0.0034 0.0024 0.11
H -7.042 -2.451 -1.332 0.0053 0.0105 -0.0164 0.11
H -5.960 -2.248 0.921 -0.0015 -0.0128 -0.0048 0.12
H -2.355 0.040 1.172 -0.0094 0.0008 0.0265 0.13
H -2.559 -0.794 -4.590 -0.0226 0.0176 -0.0007 0.14
Cl 0.544 -1.854 0.333 -0.2320 -0.2390 -0.1238 0.79
C 1.091 -2.460 1.851 0.1587 -0.1930 -0.1399 -0.56
C 1.688 -3.708 1.903 -0.0211 0.0859 -0.0026 -0.11
C 2.153 -4.183 3.119 -0.0172 0.0429 0.0440 -0.10
C 2.054 -3.395 4.256 0.0102 -0.0009 -0.0721 -0.13
C 1.484 -2.133 4.170 0.0307 -0.0630 0.1237 -0.58
Cl 1.513 -1.121 5.584 -0.0143 -0.0273 -0.0129 0.71
C 0.951 -1.642 2.976 -0.3476 0.2822 0.0636 -0.30
N 0.382 -0.382 2.819 -0.9137 -0.9738 0.4194 0.06
C -0.660 0.154 3.543 0.3168 -0.3246 -0.2437 -0.23
C -1.471 -0.584 4.407 -0.0250 -0.0014 0.1123 -0.06
C -2.511 0.028 5.088 0.0395 0.0924 -0.0235 -0.12
C -2.765 1.383 4.914 0.0196 -0.1296 0.0407 -0.12
C -1.984 2.098 4.013 0.0757 0.0661 -0.0892 -0.05
C -0.949 1.508 3.304 -0.0539 0.1277 0.0747 -0.15
C -0.224 2.261 2.215 0.0579 0.1388 -0.1145 -0.05
C 1.307 2.437 2.357 -0.1386 0.5756 0.6639 -0.62
O 1.751 3.597 2.509 -0.0707 0.0127 -0.4889 -0.04
O 1.998 1.386 2.337 0.7163 0.6466 -0.5713 -0.05
H 1.810 -4.271 0.989 0.0038 -0.0273 -0.0059 0.11
H 2.619 -5.158 3.172 0.0144 -0.0098 0.0072 0.10
H 2.442 -3.730 5.209 0.0130 -0.0187 0.0007 0.09
H 0.981 0.308 2.321 0.3680 -0.0767 0.1017 0.05
H -1.278 -1.641 4.544 0.0025 -0.0104 -0.0050 0.10
H -3.126 -0.564 5.755 -0.0164 0.0095 0.0140 0.09
H -3.567 1.872 5.452 -0.0276 -0.0053 0.0001 0.08
H -2.189 3.148 3.835 -0.0289 0.0071 0.0072 0.10
H -0.674 3.250 2.133 0.0445 -0.0889 0.0430 0.09
H -0.383 1.734 1.266 -0.1103 0.0407 0.0149 0.10
C 5.219 2.820 2.215 -0.0399 -0.0968 0.0715 -0.08
N 5.831 3.403 1.043 0.0185 0.1185 -0.0892 -0.07
C 5.171 4.053 0.057 0.1599 -0.0396 0.1574 -0.96
N 3.845 4.075 0.143 -0.3136 -0.0424 0.1520 0.13
S 6.044 4.785 -1.194 -0.0029 0.0260 -0.0150 0.45
H 5.896 2.070 2.625 -0.0077 0.0329 0.0104 0.08
H 4.285 2.315 1.964 0.0458 0.0145 0.0589 0.05
H 4.998 3.563 2.988 -0.0354 -0.0251 -0.0248 0.09
H 6.828 3.513 1.001 0.0034 -0.0625 -0.0348 0.09
H 3.344 3.744 0.964 0.0180 0.0705 -0.0657 0.07
H 3.285 4.502 -0.581 0.0282 0.0140 -0.0404 0.06
```
Forces are in eV/Å.

Charge: -2
Frontier orbital gap (alpha / beta), Eh: 0.2262 / 0.0990

---

No. 3
Formula: C39H38IN8O5PtS
Source: the OMol25 dataset
Level of theory: ωB97M-V/def2-TZVPD

Geometry as XYZ:
```
93
Properties=species:S:1:pos:R:3:forces:R:3:lowdin_charge:R:1
Pt 0.558 -0.669 -0.982 -0.0754 0.6178 -0.2023 0.73
N 0.036 -1.671 7.341 0.0240 -0.0446 -0.2126 0.09
C 0.340 -0.902 6.213 0.0155 -0.0181 0.0413 -0.33
C 1.647 -0.840 5.726 0.0409 0.0086 0.0041 -0.04
C 1.938 -0.140 4.567 -0.0867 0.0748 -0.1529 -0.06
C 0.916 0.490 3.862 -0.0192 -0.1956 -0.1297 -0.26
C -0.382 0.458 4.358 0.0435 0.0525 -0.0264 -0.06
C -0.665 -0.220 5.531 -0.0892 -0.0148 0.0288 -0.04
S 1.194 1.346 2.318 -0.0532 0.0913 -0.3499 0.59
O 2.304 2.247 2.503 0.1661 -0.0686 0.1047 -0.31
O -0.085 1.939 2.002 -0.0637 -0.0375 -0.0157 -0.34
N 1.448 0.256 1.151 0.4856 -0.1149 0.5708 -0.13
C 2.567 -0.487 1.029 0.0207 0.0276 0.1232 -0.46
N 3.654 -0.420 1.827 -0.2332 0.0364 0.0449 0.14
C 4.682 -1.194 1.518 -0.0765 0.0552 0.0223 -0.14
C 4.703 -2.055 0.431 0.0408 -0.0145 0.0322 -0.07
C 3.542 -2.100 -0.320 -0.0837 -0.2407 -0.1823 -0.15
N 2.489 -1.366 -0.022 -0.3415 0.6592 0.2923 0.00
H 0.812 -1.884 7.942 0.0318 0.0502 0.0818 0.08
H -0.793 -1.399 7.841 -0.0185 0.0579 0.0614 0.08
H 2.441 -1.345 6.268 -0.0135 0.0141 -0.0288 0.11
H 2.948 -0.076 4.189 0.0483 -0.0432 -0.0082 0.10
H -1.153 0.996 3.821 -0.0085 -0.0779 0.0462 0.10
H -1.677 -0.220 5.928 0.0319 0.0072 -0.0657 0.11
H 5.539 -1.124 2.185 -0.0267 0.0078 -0.0570 0.11
H 5.561 -2.667 0.193 -0.0360 0.0305 0.0043 0.09
H 3.438 -2.754 -1.181 -0.0534 0.0228 -0.0004 0.10
C 3.664 4.374 0.116 -0.0329 -0.1586 -0.0081 -0.05
C 3.774 3.068 -0.634 -0.0367 0.1134 -0.0033 -0.23
C 5.023 2.490 -0.819 -0.0108 -0.0771 -0.0176 -0.06
C 5.143 1.284 -1.494 0.0244 -0.0376 -0.0467 -0.10
C 4.016 0.679 -2.019 -0.0280 -0.0113 -0.0109 -0.07
C 2.740 1.231 -1.847 0.1877 0.2261 -0.0966 -0.23
N 0.716 1.488 -3.232 -0.0495 -0.1142 0.1734 -0.04
C 0.288 0.970 -4.491 0.1709 0.0455 -0.1679 -0.21
C 1.132 1.052 -5.599 0.0752 -0.1440 0.0664 -0.02
C 0.790 0.458 -6.801 0.0247 -0.0125 0.0477 -0.08
C -0.422 -0.212 -6.921 -0.0057 -0.0244 -0.0054 -0.08
C -1.290 -0.238 -5.846 -0.0603 -0.0221 0.0428 -0.01
C -0.958 0.359 -4.632 -0.0342 0.0009 -0.1242 -0.08
C -2.033 0.404 -3.584 0.5988 0.3656 0.2964 -0.47
O -3.138 -0.034 -3.776 0.8870 -0.2625 -1.2638 0.03
O -1.730 1.034 -2.447 -0.1873 -0.0517 -0.2431 0.07
C 2.620 2.433 -1.121 -0.0259 -0.1138 0.0526 -0.18
C 1.270 3.020 -0.781 0.0736 -0.0228 -0.0325 -0.05
H 4.639 4.857 0.191 0.0002 -0.0279 0.0251 0.07
H 3.282 4.193 1.124 -0.0070 0.0328 -0.0312 0.07
H 2.980 5.063 -0.385 0.0222 0.0013 0.0328 0.08
H 5.905 2.980 -0.417 -0.0395 0.0081 -0.0281 0.10
H 6.117 0.826 -1.637 -0.0534 0.0330 0.0341 0.10
H 4.107 -0.248 -2.577 0.0082 0.0471 0.0096 0.11
H -0.806 1.413 -2.544 0.2153 -0.0402 0.0688 0.05
H 2.088 1.551 -5.486 0.0112 -0.0373 0.0175 0.12
H 1.489 0.485 -7.629 -0.0667 0.0575 -0.0098 0.10
H -0.685 -0.707 -7.848 -0.0063 0.0282 0.0254 0.10
H -2.256 -0.724 -5.910 0.0215 0.0201 -0.0367 0.12
H 0.502 2.249 -0.790 -0.0331 -0.0156 0.0053 0.05
H 0.966 3.816 -1.470 0.0210 -0.0201 -0.0164 0.09
H 1.283 3.439 0.224 -0.0077 0.0097 -0.0182 0.06
C -5.001 -1.881 -3.233 -0.0095 -0.1383 0.0888 -0.06
C -4.850 -1.224 -1.886 -0.0995 -0.0843 -0.0231 -0.26
C -4.572 0.136 -1.785 -0.6320 0.4260 0.4392 -0.05
C -4.381 0.737 -0.556 -0.0371 -0.0255 0.1049 -0.02
C -4.475 -0.005 0.616 -0.1906 -0.0695 -0.0309 -0.27
N -4.316 0.690 1.842 0.0711 -0.1112 0.0386 0.14
C -4.102 0.224 3.111 0.0915 0.1248 -0.0878 -0.53
O -4.483 0.838 4.098 0.0445 -0.0979 -0.0922 0.04
N -3.426 -0.973 3.259 0.0504 -0.1206 -0.1456 0.14
C -2.413 -1.571 2.481 -0.0678 0.0899 0.1463 -0.23
C -1.952 -2.818 2.878 -0.0235 -0.0279 0.1016 -0.01
C -0.937 -3.426 2.166 0.0151 0.0314 -0.0859 -0.05
C -0.424 -2.779 1.055 -0.2133 -0.0818 0.1315 -0.19
N -0.865 -1.579 0.671 0.5294 -0.3119 -0.0272 -0.03
C -1.818 -0.973 1.373 0.1800 0.2167 -0.1500 -0.07
C -4.763 -1.361 0.535 -0.1068 0.0022 0.0954 -0.04
C -4.940 -1.954 -0.708 0.0390 0.0163 -0.0577 -0.03
H -5.422 -1.186 -3.961 0.0453 -0.0777 0.0285 0.08
H -5.642 -2.762 -3.176 -0.0209 -0.0040 0.0571 0.07
H -4.018 -2.186 -3.602 -0.1794 -0.0266 0.0014 0.08
H -4.468 0.723 -2.688 -0.4498 -0.0390 0.5863 0.10
H -4.134 1.792 -0.497 -0.0069 -0.0332 -0.0286 0.12
H -4.607 1.651 1.835 -0.0886 0.0924 0.0674 0.15
H -3.460 -1.280 4.215 0.0464 0.0148 0.1095 0.13
H -2.381 -3.298 3.753 0.0150 0.0290 -0.0503 0.12
H -0.550 -4.393 2.459 -0.0061 0.0353 -0.0070 0.10
H 0.350 -3.230 0.449 -0.0122 0.0385 -0.0468 0.04
H -2.091 0.022 1.048 0.1167 -0.0772 0.0458 0.12
H -4.853 -1.958 1.431 -0.0282 0.0170 -0.0052 0.11
H -5.148 -3.018 -0.757 -0.0077 0.0113 0.0138 0.11
I 0.113 -2.818 -2.566 -0.0725 -0.3945 -0.4210 0.00
C 1.586 0.515 -2.468 -0.3825 -0.2328 0.6657 -0.35
H 1.269 2.327 -3.376 -0.0596 0.0495 -0.1040 0.12
H 1.957 -0.228 -3.172 0.1231 0.0199 -0.1226 0.05
```
Forces are in eV/Å.

Charge: -1
Frontier orbital gap (alpha / beta), Eh: 0.2134 / 0.2768
Multiplicity: 3

---

Calculated values (eV) of calculated total energy for the records, taken in order: -72791.3249 -107395.7119 -85404.8502.
Calculated values (kcal/mol) of ΔE to the lowest compared entry with this formula, charge and spin for the records, taken in order: 11.0 0.0 12.9.